{
  "formula": "C5H9NO",
  "method": "ωB97M-V with the def2-TZVPD basis set",
  "e_lumo_ev": 0.586,
  "homo_ev": -8.2545,
  "de_lowest_kcal_mol": 88.09,
  "e_tot_ha": -325.7972,
  "orbital_gap_ev": 8.84,
  "species": ["C", "C", "C", "C", "C", "O", "N", "H", "H", "H", "H", "H", "H", "H", "H", "H"],
  "positions_angstrom": [[1.39561, -0.23042, -0.77717], [-1.64878, 0.24924, -0.62716], [-0.46605, -0.67093, 1.49609], [0.79195, 0.61400, 0.31313], [-0.77476, 0.45348, 0.59826], [-0.59827, -1.84750, 0.87154], [1.34106, 1.60469, 0.87038], [-0.34512, -2.55813, 1.47456], [2.30140, 1.76693, 0.56959], [-1.02271, 1.34251, 1.17467], [0.84699, -1.15722, -0.94921], [2.42137, -0.49942, -0.52080], [1.38917, 0.33204, -1.71329], [-1.55311, 1.09925, -1.30506], [-1.38748, -0.66257, -1.16477], [-2.69129, 0.16404, -0.31076]]
}